Computed, not measured: a 3-piece molecular cluster, C18H25F16NO5 overall, with wB97M-V/def2-TZVPD.

Structure (ORCA input):
```
! RIJCOSX wB97M-V def2-TZVPD def2/J DEFGRID3
* xyz 0 1
F -1.092 -5.120 4.831
F -1.328 -4.216 2.853
F -1.363 -1.479 2.565
F -2.496 2.706 2.937
F 1.510 -4.562 4.866
F -0.884 2.041 0.875
F -1.395 -0.840 0.473
F -2.901 2.485 0.154
F -6.936 2.257 1.573
F -6.533 4.788 2.290
F -5.299 4.155 0.586
F -0.958 4.182 2.517
F 1.252 -1.401 0.238
F 0.238 -2.781 4.677
F 0.045 -3.133 0.757
F -4.840 1.750 1.938
O 5.933 -0.988 -3.244
O 2.744 1.066 -2.502
O 4.100 0.975 -4.291
O -3.028 4.655 1.939
O 1.348 -2.143 2.306
N 4.985 0.872 -2.137
C -4.251 4.653 2.651
C -2.118 3.650 2.058
C -1.795 3.028 0.690
C -0.763 -0.395 -2.615
C 1.737 0.158 -2.992
C -5.450 4.039 1.917
C 6.205 0.255 -2.683
C 0.525 -1.971 1.233
C 1.615 -3.418 2.856
C 5.497 -1.956 -2.306
C -0.370 -1.874 -2.741
C 0.706 -3.852 4.014
C -1.617 0.016 -3.818
C 0.411 0.584 -2.398
C -0.608 -0.988 1.562
C -0.449 -4.807 3.686
C 3.943 0.963 -3.106
C -5.834 2.597 2.273
H 2.019 -0.853 -2.689
H -1.918 1.063 -3.740
H 6.894 0.148 -1.833
H 0.482 -2.148 -2.119
H 2.603 -3.325 3.304
H 1.667 -4.193 2.092
H 6.677 0.863 -3.457
H -0.198 -0.021 1.853
H 1.725 0.209 -4.084
H 0.558 0.774 -1.331
H -0.144 -2.135 -3.780
H 5.195 1.819 -1.830
H 4.688 -1.576 -1.674
H -1.210 -2.505 -2.439
H -1.399 -0.320 -1.732
H -1.387 3.781 0.014
H -6.047 2.505 3.341
H 0.153 1.543 -2.858
H -1.061 -0.108 -4.752
H -4.506 5.705 2.764
H -4.145 4.227 3.649
H -0.072 -5.725 3.228
H -2.521 -0.595 -3.875
H 5.136 -2.811 -2.875
H 6.327 -2.271 -1.661
*
```

Calculated values
- Frontier orbital gap: 10.236 eV
- SMILES string: FC(F)C(F)(F)COC(F)(F)C(F)F.FC(F)C(F)(F)COC(F)(F)C(F)F.COCNC(=O)OCCC(C)C
- LUMO energy: 0.502 eV
- Highest occupied orbital energy: -9.7 eV

Computed, not measured: C18H25GeMoN8O2SSe as an isolated structure, with wB97M-V/def2-TZVPD.

Structure (ORCA input):
```
! RIJCOSX wB97M-V def2-TZVPD def2/J DEFGRID3
* xyz 1 3
Mo -0.067 0.768 -0.647
Se 0.730 3.019 -1.885
Ge 3.160 4.028 0.438
S 0.048 -0.406 -2.663
O -1.828 1.623 -0.610
O -0.035 1.232 1.417
N -1.187 2.822 2.548
N -0.627 -2.188 -0.731
N 1.810 0.217 -0.102
N -1.117 -1.004 -0.213
N 6.226 -0.197 0.505
N 3.128 -0.743 3.806
N 0.002 1.174 3.649
N 0.482 -3.031 -2.549
C 2.223 2.451 -2.990
C 3.432 -0.529 2.715
C 3.801 -0.276 1.362
C -5.011 0.878 1.924
C 2.561 3.021 1.998
C 2.774 -0.004 0.520
C 4.627 3.121 -0.476
C -2.220 -1.069 0.446
C -3.800 2.336 0.430
C -4.856 2.113 1.287
C 5.148 -0.239 0.909
C 3.684 5.827 0.981
C -4.115 -0.129 1.664
C -0.411 1.730 2.507
C -0.055 -2.001 -1.878
C -2.849 1.336 0.199
C -3.015 0.074 0.811
C 1.656 4.383 -0.832
H -3.686 3.278 -0.091
H 0.343 -3.965 -2.201
H 4.517 5.776 1.684
H 0.665 0.416 3.598
H -1.587 3.148 1.684
H -2.611 -2.062 0.651
H 4.393 2.084 -0.721
H 4.003 6.421 0.124
H 5.507 3.104 0.168
H 2.028 5.055 -1.609
H 0.861 4.929 -0.324
H 2.559 3.317 -3.553
H -0.207 1.570 4.549
H 2.176 2.040 1.727
H 2.859 6.345 1.471
H -5.579 2.900 1.457
H 1.787 3.574 2.535
H -5.846 0.708 2.588
H 3.022 2.056 -2.374
H -1.556 3.183 3.410
H 0.854 -2.906 -3.472
H -4.253 -1.108 2.108
H 1.858 1.688 -3.671
H 4.897 3.644 -1.395
H 3.406 2.882 2.674
*
```

Calculated values
- Frontier orbital gap (alpha / beta): 6.057 / 6.641 eV
- LUMO energy (alpha / beta): -4.917 / -4.535 eV
- Highest occupied orbital energy (alpha / beta): -11.0 / -11.2 eV

Computed, not measured: C18H25IN5O3Tl as an isolated structure, with wB97M-V/def2-TZVPD.

Structure (ORCA input):
```
! RIJCOSX wB97M-V def2-TZVPD def2/J DEFGRID3
* xyz 2 1
Tl 0.280 -1.514 1.072
I -1.584 -3.810 0.414
O -1.894 2.666 -1.948
O -1.080 -0.478 2.238
O 1.141 0.686 0.360
N 1.329 2.875 0.803
N 2.148 -2.030 2.360
N 1.856 -1.990 -0.500
N -1.312 -0.890 -0.552
N -1.692 3.028 2.649
C 3.294 -1.772 1.461
C -2.188 3.351 1.446
C -1.340 -1.702 -1.711
C -1.354 -3.953 -2.613
C -1.387 -3.081 -1.536
C -1.269 -3.423 -3.894
C -1.213 -2.048 -4.084
C 2.688 1.945 -0.969
C -1.429 0.778 1.890
C -2.869 2.899 -0.921
C -1.920 1.128 0.629
C -1.971 0.213 -0.495
C -2.336 2.463 0.416
C 3.068 -2.522 0.160
C 1.678 1.791 0.129
C -1.341 1.769 2.884
C -0.814 1.421 4.244
C -1.240 -1.184 -2.998
H -0.864 2.297 4.884
H -1.411 -5.022 -2.464
H 2.141 -2.999 2.669
H 3.293 2.843 -0.866
H 2.009 -1.063 -0.894
H 4.242 -2.062 1.913
H 1.757 3.768 0.620
H -1.394 0.609 4.682
H -3.164 3.947 -0.879
H 3.943 -2.449 -0.484
H -1.250 -4.090 -4.745
H 2.168 -1.450 3.195
H -3.766 2.331 -1.181
H 2.898 -3.582 0.360
H 3.346 1.078 -0.995
H 1.517 -2.599 -1.242
H 0.597 2.830 1.501
H 2.153 1.994 -1.919
H -2.477 4.389 1.318
H -2.598 0.481 -1.344
H 3.328 -0.698 1.274
H -1.148 -1.643 -5.085
H -1.183 -0.111 -3.138
H 0.222 1.074 4.190
H -1.608 3.512 -2.305
*
```

Calculated values
- Frontier orbital gap: 7.047 eV
- ΔE to the lowest compared entry with this formula, charge and spin: 0.0 kcal/mol
- LUMO energy: -6.960 eV
- Highest occupied orbital energy: -14.0 eV

Computed, not measured: a single C18H25N5O2 molecule at a distorted geometry, with wB97M-V/def2-TZVPD.

Structure (ORCA input):
```
! RIJCOSX wB97M-V def2-TZVPD def2/J DEFGRID3
* xyz 0 1
O 3.285 0.744 0.436
O 5.041 -0.623 0.135
N 0.025 0.537 1.690
N -0.054 -2.212 -0.133
N -0.705 1.226 -0.216
N 0.272 1.830 1.546
N -0.152 2.258 0.434
C -4.935 -0.972 -0.216
C 0.638 -1.929 -1.371
C -4.265 -0.050 -0.999
C 2.798 -1.472 -0.164
C 4.135 1.829 0.810
C 3.855 -0.423 0.135
C -4.256 0.209 1.754
C -2.785 1.964 -1.258
C -0.587 0.140 0.595
C -1.365 1.410 -1.474
C 4.640 2.582 -0.412
C -1.047 -1.249 0.293
C 1.818 -0.962 -1.227
C -4.926 -0.848 1.163
C 0.861 -2.710 0.874
C -3.586 1.012 -0.414
C 2.059 -1.795 1.143
C -3.591 1.135 0.970
H -1.819 -1.206 -0.483
H -3.075 1.962 1.437
H 1.014 -2.887 -1.748
H 1.711 -0.871 1.605
H 5.252 1.925 -1.026
H -1.510 -1.641 1.203
H 1.219 -3.683 0.515
H 3.306 -2.370 -0.531
H 2.330 -0.865 -2.187
H -4.248 0.314 2.829
H 2.742 -2.288 1.837
H 3.509 2.467 1.438
H 0.304 -2.870 1.799
H 1.468 0.028 -0.934
H 4.976 1.434 1.388
H -5.462 -1.791 -0.683
H -0.773 2.119 -2.058
H -5.444 -1.571 1.775
H -2.707 2.934 -0.764
H -0.082 -1.546 -2.100
H -1.405 0.452 -1.997
H 5.242 3.428 -0.095
H -4.271 -0.151 -2.076
H -3.252 2.102 -2.234
H 3.802 2.944 -1.003
*
```

Calculated values
- Frontier orbital gap: 9.084 eV
- ΔE to the lowest compared entry with this formula, charge and spin: 6.2 kcal/mol
- SMILES string: CCOC(=O)C1CCN(Cc2nnnn2CCc2ccccc2)CC1
- LUMO energy: 0.555 eV
- Highest occupied orbital energy: -8.5 eV

Computed, not measured: a single C18H25N5O3S molecule, with wB97M-V/def2-TZVPD.

Structure (ORCA input):
```
! RIJCOSX wB97M-V def2-TZVPD def2/J DEFGRID3
* xyz 0 1
S 2.587 -1.311 -0.035
O 3.680 1.134 0.234
O 1.659 4.825 1.951
O -0.580 -3.206 -0.890
N 0.152 -1.020 0.913
N 0.438 2.916 1.857
N -0.803 0.965 1.740
N 2.670 2.993 1.096
N 0.755 -2.335 -2.458
C 3.866 3.793 0.892
C 1.731 -2.007 -4.559
C -3.397 -0.249 1.546
C -2.118 -1.090 1.610
C 0.524 -2.821 -1.228
C 1.297 -0.407 0.677
C -3.626 0.504 2.854
C 0.268 -1.573 -4.632
C 1.592 3.654 1.657
C 2.017 -1.950 -3.060
C 1.465 0.954 0.980
C -0.855 -0.322 1.420
C -0.716 3.573 2.440
C 1.713 -2.898 -0.282
C 2.699 1.656 0.728
C 0.350 1.596 1.531
C -4.590 -1.149 1.235
C -0.342 -2.252 -3.412
H 4.625 3.141 0.466
H -0.217 -1.875 -5.557
H -2.759 1.111 3.089
H -4.709 -1.901 2.013
H -2.062 -1.594 2.580
H 1.350 -3.241 0.685
H -1.589 3.388 1.816
H 4.203 4.201 1.844
H -0.500 4.638 2.498
H 2.469 -3.583 -0.665
H -4.497 1.151 2.774
H -1.174 -1.697 -2.972
H -5.505 -0.563 1.183
H -3.797 -0.198 3.668
H 2.823 -2.623 -2.761
H 2.395 -1.362 -5.130
H 3.647 4.619 0.216
H 1.835 -3.030 -4.922
H -0.904 3.177 3.437
H 2.292 -0.932 -2.759
H -3.287 0.482 0.738
H -4.453 -1.659 0.285
H -2.117 -1.873 0.847
H -0.699 -3.262 -3.643
H 0.196 -0.489 -4.537
*
```

Calculated values
- Frontier orbital gap: 9.126 eV
- ΔE to the lowest compared entry with this formula, charge and spin: 9.0 kcal/mol
- SMILES string: CC(C)Cc1nc(SCC(=O)N2CCCC2)c2c(=O)n(C)c(=O)n(C)c2n1
- LUMO energy: 0.214 eV
- Highest occupied orbital energy: -8.9 eV